No. 1
{
  "formula": "C42H38ClFN5O3PSTa",
  "method": "ωB97M-V/def2-TZVPD",
  "elements": ["Ta", "C", "C", "N", "N", "C", "S", "N", "N", "H", "H", "H", "H", "H", "H", "C", "C", "C", "C", "C", "C", "P", "C", "C", "C", "C", "C", "C", "C", "C", "C", "C", "C", "C", "H", "H", "H", "H", "H", "H", "H", "H", "H", "H", "H", "H", "H", "H", "F", "C", "C", "C", "C", "Cl", "C", "C", "C", "O", "C", "C", "O", "O", "H", "H", "H", "H", "H", "H", "H", "H", "C", "C", "C", "C", "C", "C", "N", "C", "C", "C", "C", "C", "C", "H", "H", "H", "H", "H", "H", "H", "H", "H", "H"],
  "coordinates": [[-0.370, -0.631, -1.156], [-5.707, -3.630, 1.180], [-4.236, -3.772, 1.104], [-3.554, -4.838, 1.374], [-2.264, -4.476, 1.171], [-2.117, -3.198, 0.806], [-0.545, -2.571, 0.512], [-3.383, -2.740, 0.746], [-3.731, -1.421, 0.504], [-6.134, -4.596, 1.438], [-6.118, -3.301, 0.226], [-5.994, -2.910, 1.949], [-1.516, -5.145, 1.285], [-4.581, -1.193, 1.005], [-3.806, -1.247, -0.495], [-5.501, 1.340, 2.941], [-5.312, 1.679, 1.606], [-4.048, 1.606, 1.042], [-2.955, 1.198, 1.808], [-3.147, 0.880, 3.147], [-4.417, 0.944, 3.709], [-1.328, 0.993, 1.019], [-0.155, 1.495, 2.291], [0.205, 2.824, 2.498], [1.025, 3.160, 3.563], [1.482, 2.175, 4.429], [1.146, 0.848, 4.212], [0.337, 0.505, 3.139], [-1.320, 2.146, -0.362], [-1.715, 3.477, -0.436], [-1.709, 4.104, -1.671], [-1.342, 3.397, -2.813], [-0.955, 2.068, -2.733], [-0.920, 1.422, -1.489], [-6.486, 1.403, 3.383], [-6.149, 2.012, 1.006], [-3.915, 1.864, -0.002], [-2.308, 0.586, 3.765], [-4.550, 0.698, 4.754], [-0.151, 3.599, 1.831], [1.304, 4.194, 3.719], [2.114, 2.440, 5.266], [1.525, 0.079, 4.872], [0.089, -0.536, 2.956], [-2.049, 4.004, 0.450], [-2.014, 5.139, -1.756], [-1.371, 3.888, -3.776], [-0.699, 1.547, -3.644], [-2.143, -1.175, -1.706], [4.191, 3.328, 1.314], [4.269, 2.086, 2.149], [4.531, 2.136, 3.507], [4.579, 0.972, 4.262], [4.859, 1.081, 5.974], [4.365, -0.258, 3.680], [4.104, -0.329, 2.315], [4.072, 0.832, 1.559], [3.870, 0.862, 0.199], [3.680, -0.367, -0.442], [2.288, -0.952, -0.283], [2.071, -2.144, -0.355], [1.304, -0.080, -0.173], [4.342, 4.214, 1.928], [3.217, 3.403, 0.825], [4.944, 3.321, 0.524], [4.694, 3.091, 3.989], [4.397, -1.158, 4.277], [3.937, -1.303, 1.877], [4.416, -1.117, -0.145], [3.807, -0.184, -1.513], [0.999, -5.221, -3.585], [2.107, -4.380, -3.572], [1.953, -3.030, -3.323], [0.679, -2.512, -3.095], [-0.433, -3.342, -3.127], [-0.264, -4.703, -3.363], [0.548, -1.100, -2.828], [1.134, -0.234, -3.804], [0.896, -0.466, -5.155], [1.446, 0.382, -6.103], [2.235, 1.457, -5.713], [2.470, 1.685, -4.366], [1.926, 0.840, -3.408], [1.126, -6.277, -3.780], [3.094, -4.785, -3.751], [2.810, -2.369, -3.300], [-1.422, -2.926, -2.992], [-1.129, -5.351, -3.394], [0.280, -1.303, -5.457], [1.260, 0.203, -7.153], [2.666, 2.110, -6.459], [3.080, 2.521, -4.052], [2.091, 1.036, -2.356]],
  "forces_ev_per_a": [[-0.5, -0.3, 0.3], [0.0, 0.0, 0.0], [0.1, 0.0, -0.1], [-0.1, 0.0, 0.0], [0.1, 0.1, 0.0], [0.1, -0.3, -0.1], [0.0, 0.0, 0.3], [-0.1, 0.1, 0.0], [0.0, 0.1, -0.1], [0.0, 0.0, 0.0], [0.0, 0.0, 0.0], [0.0, 0.0, 0.0], [-0.1, 0.1, 0.0], [0.1, 0.0, 0.0], [0.0, -0.1, 0.1], [0.0, 0.0, -0.1], [-0.1, 0.0, 0.1], [0.0, -0.1, -0.1], [-0.1, 0.1, -0.1], [0.0, -0.1, 0.0], [0.1, 0.0, 0.0], [0.1, -0.1, -0.3], [0.0, 0.0, 0.1], [0.0, 0.0, 0.0], [0.0, 0.0, 0.0], [0.0, 0.0, 0.0], [0.0, 0.0, 0.0], [0.0, 0.0, 0.0], [0.1, 0.0, 0.1], [0.0, 0.0, 0.0], [0.0, 0.0, 0.0], [0.0, 0.0, 0.0], [-0.1, 0.1, 0.0], [-0.1, 0.3, -0.3], [0.0, 0.0, 0.0], [0.0, 0.0, 0.0], [0.0, 0.0, 0.0], [0.0, 0.0, 0.0], [0.0, 0.0, 0.0], [0.0, 0.0, 0.0], [0.0, 0.0, 0.0], [0.0, 0.0, 0.0], [0.0, 0.0, 0.0], [0.0, 0.0, 0.0], [0.0, 0.0, 0.0], [0.0, 0.0, 0.0], [0.0, 0.0, 0.0], [0.0, 0.0, -0.1], [0.2, 0.0, 0.2], [0.0, 0.0, 0.0], [0.0, 0.0, 0.0], [0.0, 0.0, 0.0], [0.0, 0.0, 0.0], [0.0, 0.0, 0.0], [0.0, 0.0, 0.0], [0.0, 0.0, 0.0], [0.0, 0.1, 0.0], [-0.1, 0.0, 0.0], [0.1, -0.1, 0.0], [0.2, 0.0, 0.1], [0.2, 0.0, -0.1], [-0.2, 0.0, -0.1], [0.0, 0.0, 0.0], [0.0, 0.0, 0.0], [0.0, 0.0, 0.0], [0.0, 0.0, 0.0], [0.0, 0.0, 0.0], [0.0, 0.0, 0.0], [0.0, 0.0, 0.0], [0.0, 0.0, 0.0], [0.0, 0.0, 0.0], [0.0, 0.0, 0.0], [-0.1, -0.1, 0.0], [0.0, 0.0, -0.1], [0.0, 0.0, 0.0], [0.0, 0.0, 0.0], [-0.1, 0.2, 0.1], [0.2, 0.0, 0.0], [0.0, 0.1, 0.0], [0.0, 0.0, 0.0], [0.0, 0.0, 0.0], [0.0, 0.0, 0.0], [-0.1, 0.0, 0.0], [0.0, 0.0, 0.0], [0.0, 0.0, 0.0], [0.0, 0.0, 0.0], [0.0, 0.0, 0.0], [0.0, 0.0, 0.0], [0.0, 0.0, 0.0], [0.0, 0.0, 0.0], [0.0, 0.0, 0.0], [0.0, 0.0, 0.0], [0.0, 0.0, 0.0]],
  "mulliken_charge": [0.152, -1.379, 0.976, -0.886, 0.361, 0.208, -0.513, 0.378, -0.489, 0.367, 0.328, 0.353, 0.187, 0.249, 0.187, -0.626, -0.721, -0.864, 1.097, -0.679, -0.733, 1.344, 0.425, -0.406, -0.940, -0.574, -0.879, 0.284, -0.315, 0.115, -0.957, -0.892, -0.353, 0.199, 0.430, 0.424, 0.388, 0.395, 0.467, 0.272, 0.457, 0.555, 0.462, 0.269, 0.557, 0.444, 0.450, 0.542, -0.702, -1.561, 1.026, -0.619, 0.047, -0.205, -1.053, -0.670, 1.149, -0.422, -2.035, 1.376, -0.608, 0.330, 0.420, 0.211, 0.364, 0.402, 0.476, 0.369, 0.521, 0.523, -0.531, -0.927, 0.217, -0.054, -0.383, -0.841, 0.892, -0.317, -0.188, -0.751, -0.596, -1.295, 0.230, 0.431, 0.438, 0.418, 0.554, 0.468, 0.528, 0.428, 0.436, 0.497, 0.891],
  "de_lowest_kcal_mol": 17.5,
  "charge": 1,
  "gap_ev": 7.224
}

---

No. 2
{
  "formula": "C42H38F3N7O2Tl",
  "method": "ωB97M-V/def2-TZVPD",
  "elements": ["Tl", "C", "C", "O", "C", "C", "C", "N", "N", "C", "O", "C", "C", "C", "C", "C", "C", "H", "H", "H", "H", "H", "H", "H", "H", "H", "H", "H", "H", "C", "N", "C", "C", "C", "C", "C", "N", "C", "C", "C", "C", "C", "C", "H", "H", "H", "H", "H", "H", "H", "H", "H", "H", "H", "F", "C", "F", "F", "C", "C", "C", "C", "C", "C", "C", "C", "H", "H", "H", "H", "N", "C", "C", "C", "N", "H", "H", "H", "H", "N", "C", "C", "C", "C", "C", "C", "H", "H", "H", "H", "H", "H", "H"],
  "coordinates": [[-1.414, 0.098, -0.128], [-1.710, 3.637, 2.924], [-1.634, 2.950, 1.576], [-1.700, 1.663, 1.632], [-1.494, 3.743, 0.459], [-1.598, 3.326, -0.916], [-1.424, 4.361, -1.998], [-1.887, 2.112, -1.238], [-2.048, 1.843, -2.589], [-2.635, 0.682, -2.748], [-3.039, -0.100, -1.816], [-2.815, 0.217, -4.164], [-2.555, 1.048, -5.253], [-2.676, 0.565, -6.547], [-3.055, -0.756, -6.770], [-3.320, -1.586, -5.689], [-3.205, -1.099, -4.391], [-1.084, 3.109, 3.651], [-2.743, 3.606, 3.285], [-1.396, 4.678, 2.864], [-1.364, 4.803, 0.624], [-1.126, 5.320, -1.571], [-2.348, 4.482, -2.567], [-0.665, 4.016, -2.704], [-2.250, 2.069, -5.057], [-2.469, 1.217, -7.388], [-3.134, -1.135, -7.783], [-3.610, -2.617, -5.856], [-3.399, -1.731, -3.532], [-3.541, -0.773, 2.427], [-2.733, -1.213, 1.288], [-2.825, -2.441, 0.902], [-2.139, -2.970, -0.226], [-2.218, -4.240, -0.821], [-1.436, -4.165, -1.975], [-0.931, -2.847, -2.018], [-1.344, -2.147, -0.963], [-2.788, -0.769, 3.741], [-2.437, -1.977, 4.338], [-1.746, -2.003, 5.541], [-1.395, -0.811, 6.165], [-1.743, 0.399, 5.578], [-2.439, 0.417, 4.374], [-4.401, -1.439, 2.534], [-3.907, 0.230, 2.209], [-3.482, -3.121, 1.449], [-2.784, -5.088, -0.457], [-1.259, -4.944, -2.703], [-0.301, -2.394, -2.776], [-2.690, -2.910, 3.844], [-1.469, -2.953, 5.985], [-0.849, -0.827, 7.102], [-1.468, 1.333, 6.054], [-2.687, 1.356, 3.898], [7.247, -0.258, -4.383], [6.669, 0.960, -4.301], [6.563, 1.411, -5.570], [7.539, 1.768, -3.670], [5.341, 0.897, -3.616], [4.383, 0.013, -4.099], [3.157, -0.089, -3.469], [2.868, 0.691, -2.341], [3.833, 1.591, -1.884], [5.065, 1.691, -2.515], [1.614, 0.541, -1.653], [0.575, 0.376, -1.045], [4.604, -0.596, -4.969], [2.403, -0.775, -3.837], [3.612, 2.211, -1.023], [5.811, 2.383, -2.150], [1.189, -2.102, 0.714], [1.750, -3.140, 1.353], [1.340, -3.060, 2.666], [0.515, -1.921, 2.703], [0.425, -1.347, 1.511], [1.240, -1.858, -0.263], [2.378, -3.850, 0.838], [1.606, -3.715, 3.480], [0.008, -1.482, 3.550], [1.398, 1.828, 1.703], [2.161, 0.972, 2.484], [3.284, 0.315, 1.971], [4.050, -0.512, 2.781], [3.732, -0.696, 4.121], [2.623, -0.035, 4.640], [1.846, 0.786, 3.838], [1.464, 1.693, 0.704], [0.430, 1.900, 1.984], [3.536, 0.442, 0.921], [4.907, -1.021, 2.355], [4.323, -1.357, 4.745], [2.358, -0.160, 5.685], [0.965, 1.278, 4.242]],
  "forces_ev_per_a": [[-0.2, 0.1, -0.1], [0.1, 0.0, 0.0], [0.1, 0.2, -0.2], [-0.1, -0.3, -0.1], [0.0, -0.2, 0.0], [-0.1, 0.2, 0.1], [0.0, 0.0, 0.1], [-0.1, -0.1, -0.1], [0.1, 0.0, 0.0], [-0.2, -0.1, 0.0], [0.1, 0.1, 0.0], [0.0, 0.0, 0.1], [0.0, 0.0, 0.0], [0.0, 0.0, 0.1], [0.0, 0.0, 0.1], [0.0, 0.1, 0.1], [0.0, 0.0, -0.1], [0.0, 0.0, -0.1], [0.0, 0.0, 0.0], [0.0, 0.0, 0.0], [0.0, 0.0, 0.0], [0.0, 0.0, 0.0], [0.1, 0.0, 0.0], [0.0, 0.0, 0.0], [0.0, 0.0, 0.0], [0.0, 0.0, 0.0], [0.0, 0.0, 0.0], [0.0, 0.0, 0.0], [0.0, 0.0, 0.0], [0.2, 0.1, -0.1], [0.0, 0.1, -0.1], [0.0, 0.0, 0.0], [-0.1, 0.0, 0.2], [0.0, 0.0, -0.1], [0.0, 0.1, 0.0], [0.1, -0.1, 0.0], [0.0, -0.1, 0.0], [0.1, -0.1, 0.0], [0.0, 0.0, 0.1], [0.0, 0.0, 0.0], [0.0, 0.0, -0.1], [0.0, -0.1, 0.0], [0.0, 0.0, 0.0], [-0.1, 0.0, -0.1], [0.0, 0.0, 0.0], [0.0, 0.0, 0.0], [0.1, 0.1, 0.0], [0.0, 0.0, 0.1], [-0.1, 0.0, 0.1], [0.0, 0.0, 0.0], [0.0, 0.1, 0.0], [0.0, 0.0, 0.0], [0.0, 0.0, 0.0], [0.0, -0.1, 0.0], [0.1, 0.0, 0.0], [-0.1, 0.0, 0.0], [0.1, 0.0, 0.0], [0.0, 0.0, -0.1], [0.0, 0.0, 0.0], [-0.1, 0.0, 0.0], [0.0, 0.0, 0.0], [-0.1, 0.0, 0.1], [0.0, 0.0, 0.0], [-0.1, 0.0, 0.0], [0.2, 0.0, -0.1], [0.1, 0.0, -0.1], [0.0, 0.0, 0.0], [0.0, 0.0, 0.0], [0.0, 0.0, 0.0], [0.0, 0.0, 0.0], [-0.1, 0.1, 0.0], [0.0, 0.0, 0.0], [-0.1, 0.1, 0.0], [0.0, 0.1, 0.0], [0.1, -0.4, 0.2], [0.0, 0.0, -0.1], [0.0, 0.1, 0.0], [0.0, 0.0, 0.0], [0.0, -0.1, -0.1], [0.2, 0.0, 0.3], [-0.1, 0.2, 0.1], [0.0, 0.0, 0.0], [-0.1, 0.1, 0.0], [0.0, 0.0, 0.0], [0.0, 0.1, -0.1], [0.1, 0.0, 0.0], [0.0, -0.1, 0.0], [0.0, -0.1, 0.0], [0.0, 0.0, 0.1], [0.0, 0.0, 0.0], [0.0, 0.1, 0.0], [0.0, 0.0, 0.0], [0.1, 0.0, 0.0]],
  "mulliken_charge": [3.175, -1.586, 1.004, 0.166, -1.531, 0.937, -1.433, 0.194, -0.778, 0.375, -0.880, 0.263, -0.324, -0.639, -0.321, -0.731, -0.294, 0.108, 0.332, 0.426, 0.226, 0.368, 0.304, 0.306, 0.431, 0.374, 0.365, 0.386, 0.380, -2.180, 0.089, 0.150, -0.231, -1.105, -0.898, -1.131, 0.792, 0.791, -0.109, -0.646, -0.399, -0.738, 0.106, 0.677, 0.438, 0.376, 0.499, 0.451, 0.565, 0.186, 0.387, 0.390, 0.362, 0.330, -0.262, 0.808, -0.261, -0.290, 0.418, -0.988, -0.471, 0.154, -0.337, -0.709, 0.927, -2.258, 0.364, 0.519, 0.545, 0.443, 0.409, -0.661, -1.041, -0.546, 0.528, -0.155, 0.484, 0.468, 0.470, -0.496, 0.487, -0.159, -0.585, -0.623, -0.300, -0.400, -0.132, 0.212, 0.233, 0.392, 0.392, 0.347, 0.323],
  "de_lowest_kcal_mol": 7.7,
  "charge": -1,
  "gap_ev": 6.876
}